{"formula": "C3H3N3O2", "method": "ωB97M-V/def2-TZVPD", "species": ["H", "N", "C", "H", "C", "O", "N", "N", "C", "H", "O"], "positions_angstrom": [[-2.665, 1.241, 1.814], [0.207, 1.466, -0.017], [1.427, 0.955, 0.081], [2.443, 1.435, 0.198], [-0.618, 0.304, -0.133], [-2.669, -0.718, 0.155], [-1.906, 0.352, -0.440], [0.150, -0.873, -0.106], [1.479, -0.431, -0.033], [-1.907, -1.485, 0.466], [2.574, -0.879, 0.092]], "lowdin_charge": [0.24, 0.15, -0.05, 0.16, -0.45, -0.16, 0.13, 0.16, -0.53, 0.19, 0.16], "de_lowest_kcal_mol": 256.2, "fmax_ev_per_a": 6.09, "e_lumo_ha": -0.1605, "charge": 0}


{"formula": "C5H11NO", "method": "ωB97M-V/def2-TZVPD", "species": ["O", "C", "H", "H", "C", "H", "H", "C", "H", "H", "C", "H", "C", "H", "H", "H", "H", "N"], "positions_angstrom": [[-3.187, 2.921, 4.420], [1.580, -0.626, 0.295], [1.465, 0.293, 0.982], [3.609, -0.166, -0.224], [0.428, -1.573, 0.264], [0.960, 0.370, -1.778], [-2.891, 3.126, 3.561], [-0.055, -0.041, -1.707], [-2.565, 3.265, 5.034], [2.805, -1.892, -0.792], [2.770, -0.872, -0.311], [-1.704, 0.047, -2.952], [-0.389, -1.122, -1.064], [-1.258, -1.765, -1.285], [0.581, -2.677, 0.175], [-0.202, -1.375, 1.177], [-0.957, 1.409, -3.293], [-0.989, 0.679, -2.502]], "lowdin_charge": [-0.02, -0.27, 0.13, 0.05, -0.20, 0.11, 0.01, -0.26, 0.02, 0.08, -0.02, 0.09, -0.11, 0.10, 0.11, 0.11, 0.11, -0.01], "de_lowest_kcal_mol": 83.9, "fmax_ev_per_a": 4.05, "e_lumo_ha": 0.0332, "charge": 0, "smiles": "C=CC/C=C/N.O"}


{"formula": "C15H10BrF3N3SSn", "method": "ωB97M-V/def2-TZVPD", "species": ["C", "C", "H", "C", "H", "C", "N", "F", "H", "Br", "C", "F", "C", "N", "N", "H", "H", "H", "C", "S", "H", "C", "H", "H", "C", "C", "C", "Sn", "H", "C", "C", "C", "C", "F"], "positions_angstrom": [[4.317, -1.485, 2.674], [-3.365, 0.816, 1.584], [-3.962, 1.155, 2.418], [1.414, -0.589, -2.701], [-3.248, 2.714, 0.603], [0.725, 0.344, 2.799], [-2.221, -0.996, 0.528], [1.797, 1.182, 2.725], [0.577, -3.139, -0.656], [-3.439, -1.706, 2.895], [-2.963, 1.668, 0.573], [-0.248, 0.972, 2.050], [-1.850, -0.157, -0.442], [3.157, -1.564, 2.543], [1.455, 0.027, -5.214], [0.688, -2.580, -3.049], [2.071, 0.755, 0.328], [2.149, 1.323, -2.061], [1.759, 0.014, -0.399], [5.922, -1.377, 2.865], [-2.374, 2.859, -1.817], [-1.651, 2.086, -1.554], [-0.735, 2.581, -1.222], [-1.242, -0.587, -1.232], [-2.178, 1.189, -0.471], [1.438, -0.245, -4.096], [0.988, -1.854, -2.302], [1.034, -1.832, 2.158], [-1.406, 1.519, -2.452], [-2.948, -0.504, 1.500], [1.808, 0.346, -1.743], [0.939, -2.158, -0.950], [1.310, -1.238, 0.033], [0.283, 0.461, 4.088]], "lowdin_charge": [-0.97, -0.12, 0.10, -0.26, 0.12, -0.70, 0.06, 0.02, 0.08, 0.68, -0.03, 0.00, -0.10, -0.12, 0.13, 0.11, 0.09, 0.11, -0.11, 0.45, 0.07, -0.04, 0.08, 0.10, -0.26, -0.20, -0.06, 1.01, 0.08, -0.77, -0.05, -0.16, -0.35, -0.01], "de_lowest_kcal_mol": 0.0, "fmax_ev_per_a": 0.08, "e_lumo_ha": 0.0942, "charge": -1}


{"formula": "C4H8O3", "method": "ωB97M-V/def2-TZVPD", "species": ["C", "C", "C", "O", "C", "H", "H", "H", "H", "O", "H", "H", "H", "O", "H"], "positions_angstrom": [[-1.714, -0.595, -0.517], [1.106, 0.026, -0.653], [-1.029, 0.039, 0.616], [1.101, 0.159, 1.811], [0.423, -0.404, 0.742], [-2.445, -0.041, -1.097], [1.675, 1.750, -1.384], [0.679, -0.412, -1.565], [-1.383, -1.538, -0.942], [1.088, 1.439, -0.687], [1.108, 1.118, 1.688], [-1.178, 1.113, 0.756], [0.487, -1.490, 0.847], [-2.052, -0.814, 0.959], [2.135, -0.351, -0.575]], "lowdin_charge": [-0.03, -0.19, -0.34, 0.00, -0.32, 0.11, 0.10, 0.11, 0.11, -0.06, 0.10, 0.16, 0.16, -0.02, 0.12], "de_lowest_kcal_mol": 69.3, "fmax_ev_per_a": 2.19, "e_lumo_ha": 0.0233, "charge": 0, "smiles": "OC[C@@H](O)[C@H]1CO1"}


no.,HOMO energy (eV)
1,-9.4714
2,-8.0693
3,-4.9543
4,-9.7763